The following is a DFT calculation (ωB97M-V/def2-TZVPD) of a single C20H24N2O5S molecule in a non-equilibrium geometry.

The geometry in XYZ format:
```
52
Properties=species:S:1:pos:R:3:forces:R:3
C 0.44432 4.87240 -3.40193 -0.1 0.2 0.0
O 0.72142 3.49460 -3.42536 0.1 -0.5 0.2
C 0.95667 2.85113 -2.23508 0.0 0.0 -0.1
C 0.86004 3.47311 -0.99668 0.0 0.1 -0.2
C 1.07065 2.77087 0.17830 0.0 -0.1 0.0
C 1.38978 1.43006 0.13639 0.0 0.1 -0.1
C 1.49302 0.79319 -1.09220 0.1 0.4 -0.2
C 1.90843 -0.64330 -1.10871 0.0 0.0 -0.4
O 3.00936 -0.99665 -0.73501 0.2 0.1 0.2
N 0.99527 -1.52853 -1.58427 -0.1 -0.3 0.1
C -0.36801 -1.21612 -1.94090 -0.2 0.1 -0.3
C -1.31052 -2.22242 -1.25086 -0.2 0.3 -0.3
N -0.72657 -2.70365 -0.01711 0.0 0.7 0.8
S -0.67027 -1.53585 1.20743 -0.8 -1.0 0.2
O -1.31973 -0.34030 0.75582 -0.3 0.0 -0.2
O 0.64237 -1.43676 1.76782 0.3 -0.2 0.1
C -1.75365 -2.34092 2.44428 0.7 0.6 -0.6
C -1.80339 -1.43017 3.61806 -0.1 0.1 0.4
C -0.87011 -1.54917 4.64109 -0.1 0.0 0.0
C -0.87459 -0.65780 5.69889 0.1 0.0 0.1
C -1.80688 0.36505 5.74236 0.0 0.0 0.0
C -2.73257 0.49589 4.72081 -0.1 0.1 0.0
C -2.72969 -0.39469 3.66250 0.0 -0.1 0.0
C 0.49318 -3.46529 -0.22287 0.4 -0.3 0.1
C 1.26073 -2.94136 -1.45163 0.2 -0.1 0.1
C 1.29105 1.48549 -2.28825 0.1 -0.1 0.1
O 1.39397 0.73975 -3.43323 -0.3 0.1 0.4
C 1.90379 1.33881 -4.60622 0.1 0.1 -0.5
H -0.48530 5.08872 -2.86571 0.0 0.0 0.0
H 1.26506 5.44270 -2.95519 0.0 0.0 0.0
H 0.33149 5.16341 -4.44566 0.0 0.0 0.1
H 0.60538 4.51934 -0.93904 0.0 0.1 0.0
H 0.98115 3.28095 1.12459 0.0 0.0 0.1
H 1.55098 0.85798 1.03570 0.0 0.0 0.1
H -0.48534 -1.26039 -3.03089 -0.1 0.0 0.1
H -0.60333 -0.20854 -1.59877 0.0 -0.1 -0.1
H -2.25456 -1.73922 -1.00374 0.0 -0.1 -0.3
H -1.50779 -3.09114 -1.88469 0.0 0.0 0.1
H -1.29264 -3.29872 2.66274 0.0 -0.1 0.0
H -2.71430 -2.46712 1.95567 -0.1 -0.1 -0.1
H -0.13520 -2.33888 4.60110 0.1 -0.1 0.0
H -0.14593 -0.75924 6.48930 0.1 0.0 0.1
H -1.80920 1.06116 6.56793 0.0 0.1 0.1
H -3.45686 1.29648 4.74681 -0.1 0.1 0.0
H -3.44222 -0.28520 2.85896 -0.1 0.0 -0.1
H 1.09618 -3.33682 0.67590 0.1 -0.2 -0.2
H 0.23478 -4.52319 -0.34196 0.1 0.1 0.0
H 0.93736 -3.44954 -2.36525 0.0 0.0 0.0
H 2.33531 -3.07139 -1.31920 -0.2 -0.1 -0.1
H 2.19817 0.50915 -5.24928 0.0 0.1 0.0
H 1.14999 1.94593 -5.11200 0.1 -0.1 0.1
H 2.77874 1.95620 -4.39074 0.0 0.0 0.0
```
Forces are in eV/Å.

ΔE to the lowest compared entry with this formula, charge and spin (kcal per mole): 60.72
LUMO energy (Ha): 0.0209
Molar mass (g mol⁻¹): 404.488
Gap between HOMO and LUMO (Eh): 0.320
Highest occupied orbital energy (eV): -8.14
E (a.u.): -1660.3877
SMILES string: COc1cccc(C(=O)N2CCN(S(=O)(=O)Cc3ccccc3)CC2)c1OC